# 1
16
Properties=species:S:1:pos:R:3:forces:R:3 method="wB97M-V/def2-TZVPD" multiplicity=1 lumo_energy_ha=0.029 gap_ev=8.970 smiles="S=CN1CCCC1" e_tot_ev=-17656.0002 e_homo_ev=-8.18 de_lowest_kcal_mol=4.5
S 1.2172 3.0428 1.0304 0.09 -0.80 -0.39
C 1.4911 1.5735 0.3005 0.01 -0.51 -0.20
N 0.5808 0.5987 0.0661 2.12 2.24 0.20
C 0.8854 -0.6582 -0.5513 -1.08 -1.14 0.17
C -0.3535 -1.4992 -0.1298 0.76 0.34 -0.03
C -1.4724 -0.4719 -0.1502 -0.17 -0.17 -0.56
C -0.7880 0.7717 0.4507 -0.54 -1.45 1.87
H 2.5106 1.2849 -0.0482 -0.73 0.24 0.27
H 0.8382 -0.5432 -1.6327 0.30 -0.12 -0.25
H 1.8319 -1.1178 -0.2506 -0.09 0.39 0.03
H -0.2771 -1.9050 0.8823 0.36 -0.12 -0.16
H -0.4812 -2.2771 -0.8600 -0.28 -0.60 -0.04
H -2.3678 -0.8752 0.3531 0.35 0.64 -0.05
H -1.7141 -0.3297 -1.2115 -0.22 0.35 0.22
H -0.7546 0.6552 1.5842 -0.62 0.58 -1.11
H -1.1467 1.7506 0.1671 -0.25 0.12 0.01

# 2
27
Properties=species:S:1:pos:R:3:forces:R:3 method="wB97M-V/def2-TZVPD" s_squared=0.753 total_charge=+4 multiplicity=2 lumo_energy_ha="-0.573 / -0.572" gap_ev="6.951 / 6.922" e_tot_ev=-46103.1969 e_homo_ev="-22.53 / -22.50"
Na 0.6272 -1.9270 -2.6240 1.58 -0.20 0.55
Na -2.9033 -1.8860 -2.9798 -0.35 -0.37 -0.48
Na -1.1019 1.1536 -2.8045 0.57 0.98 0.18
Na -1.5600 -3.1208 0.2326 0.82 -0.16 0.67
Na -0.5861 1.9106 1.8573 0.08 0.50 0.18
Na -4.0853 -0.5179 -0.0632 -0.37 0.53 1.12
O 3.0470 2.0853 0.0466 0.05 0.12 0.16
H 2.0728 2.0534 -0.0203 -0.10 0.72 0.44
C -1.1768 -0.0948 -0.1981 3.60 1.24 -0.25
O -1.6378 -0.1158 0.9134 -2.67 0.10 3.37
O -1.4899 -0.9778 -1.0523 -2.75 -3.29 -4.26
O -0.2187 0.6771 -0.5073 0.00 1.38 -0.97
O 2.7745 -0.5673 1.2618 -0.63 -0.38 -0.19
H 2.2766 0.0815 0.7645 0.24 0.27 -0.15
H 2.5741 -0.3733 2.1774 0.34 0.01 0.64
O -3.3029 -0.9753 3.0124 -0.42 0.23 -0.42
H -2.7479 -0.4625 2.4248 0.37 0.09 0.14
H -3.4429 -1.8016 2.5500 -0.14 -0.56 0.41
O 2.2109 0.2131 -1.5920 -0.94 -1.50 -1.42
H 1.2783 0.2179 -1.3766 -0.19 0.41 0.41
H 2.5936 0.8751 -1.0161 1.24 0.42 -0.02
O 1.1893 -2.3878 -0.2575 -1.80 -0.44 -0.86
H 1.6462 -2.8970 0.4120 0.75 -0.28 0.21
H 1.1614 -1.4983 0.0951 0.72 0.41 0.41
O -0.0104 3.5769 -0.1776 -0.36 -0.73 0.43
H 0.7376 4.0598 -0.5291 0.32 0.76 0.01
H 0.0745 2.6990 -0.5494 0.02 -0.29 -0.29

# 3
82
Properties=species:S:1:pos:R:3:forces:R:3 method="wB97M-V/def2-TZVPD" multiplicity=1 lumo_energy_ha=-0.029 gap_ev=8.600 e_tot_ev=-896128.3418 e_homo_ev=-9.39 de_lowest_kcal_mol=0.0
C -5.0907 0.8601 -3.2557 -0.40 -0.09 -0.39
O -5.4804 -0.3653 -2.6486 0.57 0.11 -0.24
C -4.3763 -1.1590 -2.2286 -0.12 0.10 1.02
C -3.9370 -0.7537 -0.7931 -0.17 0.29 -0.20
C -2.6759 0.1284 -0.7155 0.14 -0.65 -0.63
C -1.4018 -0.5332 -1.2902 -0.29 0.05 0.75
C -0.9909 -1.8012 -0.4941 0.41 -0.13 -0.88
C 0.2802 -1.6442 0.3712 -0.93 -0.07 0.26
C 0.3476 -0.3683 1.2383 0.32 -0.49 0.43
C 1.8024 -0.0254 1.6568 -0.21 0.11 0.55
C 2.2854 1.3732 1.2271 -0.43 0.33 0.03
C 1.8128 1.8162 -0.1455 0.62 -0.24 0.40
C 1.1154 3.0100 -0.3625 -0.19 0.13 0.95
C 0.7847 3.9702 0.7636 -0.23 0.44 -0.18
C -0.4446 4.8638 0.5036 0.43 0.91 0.83
C -0.1119 6.1692 -0.2715 -0.84 0.04 -0.60
C -1.2302 6.4958 -1.2943 0.64 -0.86 -0.45
N -0.7181 7.1948 -2.4921 -0.30 0.03 0.29
C 0.7217 3.3498 -1.6364 -0.60 0.77 -0.69
C 0.9800 2.5713 -2.7359 -0.03 -0.19 -1.40
I 0.3638 3.1585 -4.6679 -0.02 0.12 0.50
C 1.6661 1.4020 -2.5649 0.40 -0.19 0.17
C 2.0810 1.0661 -1.2720 0.53 -1.16 -1.08
C 2.8486 -0.2219 -1.4304 1.02 -0.49 0.41
O 3.4949 -0.8709 -0.6418 -0.52 0.74 -0.22
N 2.7705 -0.6446 -2.8099 -0.69 0.15 0.29
S 2.1318 -2.2506 -2.8594 -0.16 -0.54 -0.34
C 2.0775 0.3506 -3.5562 -0.41 -0.03 -0.52
O 1.8705 0.2869 -4.7440 0.13 0.04 1.11
H -4.0101 1.0297 -3.2281 -0.09 -0.09 0.03
H -5.4146 0.8197 -4.3047 0.15 0.20 0.11
H -5.5880 1.7112 -2.7775 0.04 -0.17 0.06
H -4.7302 -2.1933 -2.2060 0.03 0.12 -0.18
H -3.5309 -1.0812 -2.9239 -0.24 -0.06 -0.09
H -3.8859 -1.6388 -0.1498 0.25 0.10 -0.09
H -4.7651 -0.1544 -0.3948 0.02 -0.20 0.01
H -2.4857 0.3804 0.3310 -0.11 0.27 -0.13
H -2.8810 1.0245 -1.3151 0.10 0.14 0.41
H -1.5494 -0.7474 -2.3536 0.10 -0.09 0.14
H -0.5924 0.2065 -1.2285 -0.07 -0.11 -0.17
H -0.7565 -2.5717 -1.2438 -0.05 -0.03 0.25
H -1.8270 -2.2217 0.0747 0.08 0.32 0.11
H 1.1545 -1.7981 -0.2617 0.06 0.31 0.10
H 0.2795 -2.4813 1.0844 0.25 0.00 -0.25
H -0.2013 -0.6132 2.1592 0.07 0.20 -0.29
H -0.1733 0.4919 0.8032 0.19 -0.12 -0.13
H 2.4849 -0.8154 1.3545 -0.20 0.37 -0.27
H 1.8337 -0.0397 2.7558 0.12 0.08 -0.16
H 1.8781 2.0788 1.9563 0.15 -0.07 -0.14
H 3.3732 1.5010 1.2893 -0.10 -0.33 -0.04
H 0.6538 3.4833 1.7312 0.03 -0.21 -0.28
H 1.6490 4.6420 0.8811 -0.08 -0.16 0.13
H -1.2878 4.3256 0.0617 0.27 -0.09 -0.13
H -0.7967 5.1991 1.4877 -0.07 -0.26 -0.11
H 0.8304 6.0787 -0.8265 -0.08 -0.07 0.15
H -0.0038 7.0211 0.4054 0.17 -0.20 0.04
H -2.0588 7.0411 -0.8339 0.17 0.09 -0.08
H -1.6281 5.5227 -1.6295 -0.18 0.16 0.27
H 0.2200 6.8699 -2.7025 -0.02 0.01 0.07
H -1.2876 6.8778 -3.2699 0.08 0.33 -0.12
H 0.1792 4.2650 -1.8434 0.01 -0.06 0.32
H 2.6870 -2.8188 -3.9562 0.29 0.61 0.19
C 4.3891 -4.0566 0.8729 -0.07 0.05 -0.06
Br 6.1755 -4.6027 1.3509 -0.05 0.02 -0.04
Br 3.2564 -5.5679 0.4901 0.05 0.08 0.05
Br 3.6128 -2.9082 2.2059 0.18 -0.37 0.08
H 4.4651 -3.4761 -0.0379 -0.01 0.03 0.03
C -4.3903 -1.0856 3.4420 -0.07 -0.01 0.01
Br -2.6212 -0.3798 3.1452 -0.20 -0.02 0.05
Br -5.7643 0.0938 2.7806 0.12 -0.06 0.00
Br -4.5466 -2.8614 2.7140 0.05 0.14 0.09
H -4.5262 -1.1622 4.5117 0.00 -0.01 -0.03
C -1.9522 -6.3493 3.1611 0.04 0.09 0.02
Br -0.6835 -5.0000 2.6229 -0.08 -0.05 0.02
Br -2.2604 -6.3250 5.0627 0.00 0.03 -0.11
Br -3.6003 -6.2072 2.1716 0.06 -0.13 -0.01
H -1.5184 -7.3095 2.9198 -0.02 0.02 0.00
C 7.8447 -6.2954 4.4421 -0.02 0.00 0.01
Br 7.5258 -4.6722 5.4289 0.01 -0.09 -0.04
Br 9.5702 -7.0515 4.8497 -0.10 0.03 0.00
Br 6.4259 -7.5729 4.6958 0.08 0.07 0.00
H 7.8517 -6.0338 3.3934 -0.01 -0.01 0.02